Record 1
A structure of composition C6H8CdO5 in a non-equilibrium geometry, computed with ωB97M-V/def2-TZVPD.

Positions of all 20 atoms, in Å:
Cd 1.37 3.31 -0.04
O 0.09 2.22 0.85
O -1.73 1.05 0.31
C -2.58 0.30 1.18
C -1.59 -0.51 2.02
O -0.39 0.25 1.91
C -0.44 1.06 0.80
H -3.17 1.00 1.79
H -3.24 -0.32 0.57
H -1.43 -1.52 1.62
H -1.87 -0.57 3.08
O 0.95 0.63 -1.44
C 1.77 -0.25 -2.28
C 1.96 -1.46 -1.37
O 1.27 -1.06 -0.14
C 0.66 0.04 -0.33
H 1.19 -0.43 -3.18
H 2.70 0.29 -2.51
H 3.01 -1.65 -1.10
H 1.48 -2.37 -1.73

As for the total energy: -777.00756 a.u. The calculation puts the lowest unoccupied orbital energy (alpha / beta) at -0.1190 / -0.1906 hartree. The expectation value of S² is 0.7512. The spin multiplicity is 2. As for the total charge: +1. For the HOMO energy (alpha / beta), the calculation gives -11.85 / -14.07 eV.

=====

Record 2
A cluster of 11 separate species, C30H70ClN10O14 in total in a non-equilibrium geometry, computed with ωB97M-V/def2-TZVPD.

Positions of all 125 atoms, in Å:
Cl 11.73 -3.10 4.92
O 12.09 -3.35 3.55
O 12.01 -4.21 5.75
O 12.30 -1.80 5.32
O 10.32 -2.88 4.95
C 9.82 0.39 6.19
C 9.35 0.92 4.83
O 8.76 2.02 4.74
N 9.43 0.09 3.82
C 8.58 0.32 2.63
H 9.31 0.76 7.08
H 10.90 0.47 6.30
H 9.54 -0.64 6.42
H 9.98 -0.74 3.99
H 8.41 -0.62 2.10
H 8.87 1.04 1.86
H 7.57 0.63 2.87
C 12.10 -4.46 -0.12
C 10.91 -4.83 -1.01
O 10.06 -4.00 -1.34
N 10.80 -6.12 -1.29
C 9.61 -6.71 -1.83
H 12.93 -5.15 0.00
H 11.77 -4.11 0.86
H 12.57 -3.50 -0.36
H 11.65 -6.62 -1.08
H 8.68 -6.58 -1.28
H 9.88 -7.73 -2.10
H 9.42 -6.22 -2.78
C 13.11 -8.96 0.12
C 13.50 -8.17 1.38
O 14.63 -8.25 1.82
N 12.61 -7.49 1.94
C 12.89 -6.43 2.90
H 12.05 -9.15 0.23
H 13.69 -9.85 -0.13
H 13.30 -8.35 -0.76
H 11.61 -7.57 1.78
H 13.83 -6.64 3.41
H 12.05 -6.27 3.57
H 13.05 -5.48 2.38
C 11.18 -2.23 8.84
C 11.10 -2.88 10.26
O 12.14 -3.03 10.90
N 9.95 -3.38 10.71
C 9.77 -4.18 11.84
H 11.55 -1.23 9.07
H 10.22 -2.21 8.32
H 11.81 -2.79 8.15
H 9.12 -3.18 10.16
H 9.46 -3.65 12.74
H 10.70 -4.68 12.11
H 9.16 -5.04 11.58
C 14.19 0.34 7.73
C 14.02 1.38 6.62
O 14.43 2.55 6.79
N 13.48 1.02 5.45
C 13.18 1.95 4.39
H 13.32 -0.31 7.68
H 14.31 0.78 8.72
H 15.13 -0.20 7.67
H 13.11 0.08 5.39
H 14.09 2.47 4.09
H 12.44 2.68 4.71
H 12.82 1.35 3.56
C 6.92 -2.78 4.37
C 5.59 -2.50 3.58
O 4.41 -2.85 3.92
N 5.74 -1.85 2.38
C 4.77 -1.59 1.43
H 6.88 -3.58 5.11
H 7.23 -1.90 4.92
H 7.69 -2.94 3.62
H 6.55 -1.25 2.44
H 3.77 -1.97 1.62
H 5.02 -2.08 0.49
H 4.69 -0.52 1.26
C 11.92 -7.99 5.81
C 12.76 -8.59 6.91
O 12.39 -9.52 7.57
N 13.96 -8.09 7.04
C 14.56 -7.14 6.15
H 10.92 -8.15 6.22
H 12.16 -8.59 4.93
H 11.84 -6.91 5.71
H 14.49 -8.43 7.82
H 15.60 -6.94 6.39
H 14.13 -6.14 6.14
H 14.54 -7.40 5.09
C 9.03 -5.11 2.44
C 8.98 -6.62 1.83
O 9.89 -7.38 2.00
N 7.95 -6.93 1.13
C 6.87 -6.01 0.69
H 8.28 -5.01 3.23
H 8.91 -4.37 1.65
H 10.00 -4.74 2.76
H 7.87 -7.84 0.70
H 5.88 -6.44 0.51
H 7.12 -5.37 -0.16
H 6.66 -5.30 1.50
C 15.78 0.85 1.74
C 14.36 0.68 1.22
O 13.88 1.42 0.48
N 13.67 -0.38 1.73
C 12.28 -0.60 1.49
H 16.26 -0.08 2.04
H 15.79 1.50 2.61
H 16.32 1.27 0.89
H 14.08 -1.04 2.38
H 11.58 -0.15 2.20
H 11.93 -1.63 1.38
H 11.87 -0.21 0.56
C 6.01 -6.18 9.63
C 6.90 -5.14 8.95
O 7.06 -4.01 9.41
N 7.66 -5.59 7.96
C 8.55 -4.73 7.16
H 6.60 -6.60 10.44
H 5.64 -6.84 8.84
H 5.14 -5.73 10.12
H 7.80 -6.59 7.92
H 8.47 -3.65 7.10
H 8.62 -5.13 6.15
H 9.53 -4.96 7.60

As for the total energy: -3246.10012 a.u. The calculation puts the lowest unoccupied orbital energy at 0.0664 hartree. As for the total charge: -1. For the HOMO energy, the calculation gives -7.23 eV.

=====

Record 3
A structure of composition C11H7AlN2O6 in a non-equilibrium geometry, computed with ωB97M-V/def2-TZVPD.

Positions of all 27 atoms, in Å:
O -2.66 -4.11 -0.69
C -2.03 -3.17 -0.79
Al -0.12 1.32 0.43
O 1.08 -1.18 0.19
C 0.43 -0.48 -0.58
C 1.70 2.18 -0.02
O 2.65 2.81 -0.21
C -0.91 -1.03 -2.76
O -1.72 -0.17 -2.89
C 0.46 -0.84 -2.06
O 1.48 -1.17 -2.65
H -0.74 2.70 0.58
N -2.24 0.37 7.01
C -2.04 1.50 6.24
O -2.43 2.62 6.58
C -1.38 1.28 4.92
C -1.36 0.05 4.25
C -0.83 -0.06 2.97
N -0.25 1.01 2.36
C -0.25 2.23 3.01
C -0.83 2.39 4.25
H -2.50 0.49 7.97
H -1.71 -0.49 6.80
H -1.83 -0.83 4.70
H -0.86 -1.01 2.43
H 0.17 3.10 2.51
H -0.91 3.39 4.67

As for the total energy: -1226.00942 a.u. The calculation puts the lowest unoccupied orbital energy (alpha / beta) at -0.4130 / -0.4128 hartree. As for the total charge: +2. For the HOMO energy (alpha / beta), the calculation gives -15.60 / -15.60 eV.

=====

Record 4
A structure of composition C10H18BrCl4O8P in a non-equilibrium geometry, computed with ωB97M-V/def2-TZVPD.

Positions of all 42 atoms, in Å:
C -2.54 -2.25 -5.19
C -3.97 -2.20 -4.37
O -4.57 -0.85 -4.28
C -3.78 -2.77 -2.81
O -3.34 -1.69 -1.87
C -2.79 -2.28 -0.64
O -3.93 -2.65 0.26
C -3.92 -1.86 1.54
O -4.53 -2.17 2.69
O -3.03 -0.69 1.21
C -1.97 -1.35 0.44
Br -1.24 -2.68 1.75
P -0.41 -0.39 -0.10
O 0.71 -0.68 1.02
O -0.62 1.37 -0.07
O 0.30 -0.94 -1.61
H -1.61 -2.21 -4.48
H -2.42 -1.39 -5.99
H -2.47 -3.29 -5.76
H -4.75 -2.88 -4.95
H -3.80 -0.21 -4.47
H -2.97 -3.64 -2.90
H -4.79 -3.28 -2.46
H -2.05 -3.13 -0.98
H -0.44 1.59 0.91
H 1.26 -1.20 -1.42
Cl 2.76 0.99 -0.77
C 3.38 1.51 0.82
C 4.81 2.01 0.74
Cl 5.97 0.71 0.38
H 3.29 0.67 1.51
H 2.72 2.31 1.17
H 5.11 2.44 1.70
H 4.93 2.79 -0.03
Cl 2.47 3.10 3.42
C 3.09 3.61 5.01
C 4.53 4.12 4.93
Cl 5.68 2.81 4.57
H 3.00 2.77 5.70
H 2.44 4.41 5.36
H 4.82 4.55 5.89
H 4.64 4.89 4.16

As for the total energy: -5749.74624 a.u. The calculation puts the lowest unoccupied orbital energy at -0.0334 hartree. For the HOMO energy, the calculation gives -9.98 eV.

=====

Which of these has the lowest total energy?
C10H18BrCl4O8P